10
Properties=species:S:1:pos:R:3:forces:R:3 method="wB97M-V/def2-TZVPD" charge=-1 lumo_ev="3.4 / 1.7" orbital_gap_ev="5.18 / 5.58" multiplicity=3 relative_energy_kj_mol=99.5 e_homo_ha="-0.0659 / -0.1411"
S 1.47210 1.91142 -0.96771 0.79 0.84 -0.56
S -2.32907 -1.72001 -0.81821 -0.64 -0.10 -0.55
O -1.29852 1.24678 -0.62054 -3.05 -1.51 0.80
O 0.22420 0.68143 1.07509 -1.17 0.85 0.16
C -0.65757 0.31761 0.05870 0.77 -2.26 0.71
C -1.09374 -1.09456 0.12132 0.70 0.11 0.48
C 1.02457 0.59426 -0.07963 1.38 -0.93 0.11
H -0.78236 1.92253 -1.01319 1.65 1.12 -0.28
H -0.48580 -1.87583 0.68780 -0.50 1.82 -0.46
H 1.59288 -0.33185 -0.03501 0.08 0.07 -0.39

39
Properties=species:S:1:pos:R:3:forces:R:3 method="wB97M-V/def2-TZVPD" charge=+2 lumo_ev="-6.0 / -9.1" orbital_gap_ev="8.38 / 5.71" multiplicity=6 relative_energy_kj_mol=109.2 e_homo_ha="-0.5269 / -0.5456"
Ir -0.71014 0.84493 0.08429 -0.36 0.26 0.37
Te -0.41974 -2.42337 0.88579 -0.33 -1.30 -0.27
S 0.73856 -5.51587 0.92729 -0.40 0.24 -0.17
O 1.66866 0.07453 3.50239 -0.13 -0.13 0.56
O 0.90806 3.03033 -0.06071 0.56 0.64 -0.03
O 1.85796 0.41273 -3.46331 0.55 -0.04 -0.45
O 0.04166 0.61353 -2.19081 -0.20 -0.13 0.15
O -0.08174 4.94153 -0.01381 0.11 1.15 0.00
O -0.07094 0.06853 2.08399 -1.91 -0.05 -0.43
N -3.13614 1.27763 0.26209 0.21 -0.25 -0.01
N -2.70324 4.85703 0.16209 -0.09 0.26 0.01
N 1.46406 0.30003 0.01989 -0.30 0.38 -0.42
N -0.07224 3.74383 0.00109 0.52 -0.19 -0.14
N -1.22254 3.03823 0.08299 -0.66 -1.98 0.12
N -3.43854 2.65253 0.24919 -0.38 -0.12 0.03
C 1.16076 0.14533 2.42179 1.89 0.43 -1.10
C -1.31604 -6.51677 -0.24671 0.02 0.02 0.01
C 2.14106 0.46063 -1.11751 0.65 0.07 -0.08
C -0.11434 -6.85757 0.34999 -0.02 0.27 0.01
C 3.51746 0.65123 -1.11561 -0.50 -0.13 -0.23
C 3.45926 0.49723 1.28649 -0.02 -0.05 -0.45
C -2.45174 3.56523 0.16639 0.91 0.34 -0.06
C 4.17496 0.67883 0.11029 0.00 0.08 0.39
C -1.55454 -5.14687 -0.23451 -0.13 -0.09 -0.04
C 2.08786 0.31353 1.17929 -0.25 -0.06 1.04
C 1.25676 0.50143 -2.31701 -0.42 0.11 0.39
C -0.53084 -4.43037 0.36979 0.94 0.62 0.75
H 4.04576 0.79463 -2.04661 0.03 0.00 -0.02
H -1.98884 -7.24397 -0.66451 -0.10 -0.11 -0.08
H 0.29246 -7.84687 0.46749 0.06 -0.14 0.00
H 3.91556 0.50823 2.26569 0.01 0.02 0.02
H -3.42364 0.85613 1.14869 -0.01 0.20 -0.21
H -3.63274 5.23933 0.22869 -0.08 -0.11 0.01
H -4.40364 2.95413 0.33619 0.21 -0.17 -0.01
H 5.23606 0.87613 0.15889 0.07 -0.07 -0.09
H -3.60854 0.80543 -0.51081 0.04 0.21 0.21
H -1.91384 5.50033 0.10039 -0.20 -0.28 0.03
H -2.43524 -4.67957 -0.63531 -0.21 0.03 -0.10
H 1.26246 0.45813 -4.23391 -0.09 0.05 0.33

69
Properties=species:S:1:pos:R:3:forces:R:3 method="wB97M-V/def2-TZVPD" charge=+3 lumo_ev="-10.9 / -10.5" orbital_gap_ev="5.90 / 6.23" relative_energy_kj_mol=17.7 e_homo_ha="-0.6171 / -0.6146"
Os -0.09417 0.06442 0.14980 0.30 -0.29 -0.18
S -2.17679 2.19696 1.68929 -0.09 -0.07 0.06
O -0.96821 1.90246 0.75767 0.13 0.10 -0.06
N 1.65262 0.34822 1.43537 -0.20 -0.06 0.33
N -0.70379 -0.91142 1.81454 0.08 0.07 -0.19
N 0.43370 1.39378 -1.48174 0.17 -0.04 -0.03
N -2.08331 -0.50795 -0.41412 -0.10 -0.19 0.52
C -2.72044 -1.17872 0.60428 0.03 -0.02 0.09
C 1.46641 -0.34527 2.61224 0.00 -0.04 0.04
C 2.56206 -3.43308 -1.12108 -0.09 -0.05 0.08
C -2.81700 3.72927 1.04825 0.01 -0.04 0.04
C -4.06013 -0.80072 -1.72371 -0.08 0.00 0.02
C -4.70276 -1.45955 -0.69930 0.08 0.03 -0.01
C 1.47369 1.49307 -5.05233 -0.01 0.02 0.01
C -0.25089 -1.64061 4.00582 0.00 0.00 0.03
C -2.10181 0.36347 -2.71568 -0.09 -0.08 -0.01
C 2.67793 -2.25750 -1.83699 -0.11 0.04 -0.02
C -4.01098 -1.64981 0.48809 0.03 0.03 -0.04
C 2.44556 -0.44959 3.57614 -0.07 -0.01 -0.05
C 0.61250 -1.46810 -0.82544 -0.05 0.17 -0.29
C 1.61031 -0.28747 -2.88161 -0.02 0.08 -0.04
C 3.14641 1.75535 0.02776 -0.10 0.03 -0.01
C 0.98414 0.96003 -2.75984 0.19 -0.11 0.06
C -1.95358 -1.39613 1.85524 0.08 0.11 -0.16
C 3.86252 0.86278 2.20828 0.03 0.00 0.09
C -2.40274 -2.04051 2.99812 -0.02 0.02 -0.03
C 2.84969 0.95409 1.25720 -0.02 0.00 -0.10
C 1.64346 -1.31718 -1.83172 0.03 0.14 0.06
C -1.53592 -2.16549 4.07356 0.04 0.04 -0.04
C -2.75801 -0.33180 -1.56508 0.06 0.09 -0.19
C -1.42839 2.78082 3.19887 -0.04 -0.01 -0.02
C 0.42350 -2.78142 -0.27812 -0.15 0.08 0.21
C 2.09246 0.26086 -5.20497 -0.01 0.02 -0.01
C 3.67312 0.16116 3.37556 0.03 0.02 -0.03
C 2.16274 -0.60903 -4.13481 -0.06 -0.02 0.06
C 0.14748 -0.99765 2.84510 0.03 0.10 -0.15
C 1.39838 -3.72827 -0.37571 0.16 0.01 -0.06
C 0.92606 1.83940 -3.82500 0.05 0.00 0.00
H 4.18711 2.06795 0.03717 0.00 -0.02 -0.01
H -4.55575 -0.63939 -2.67028 0.00 0.00 -0.01
H -2.72519 0.28129 -3.60206 -0.01 -0.01 -0.01
H 1.09685 2.05404 -1.08773 0.07 0.04 0.08
H -3.27557 3.52244 0.08369 0.00 0.00 -0.01
H 2.60378 -1.58370 -4.28623 0.01 -0.01 -0.01
H -2.00311 4.44665 0.95686 0.00 0.01 0.00
H -0.75010 3.60398 2.98049 0.01 -0.01 -0.01
H 4.45757 0.08734 4.11672 0.00 0.00 0.00
H -0.38382 1.96721 -1.68052 0.01 -0.08 0.09
H -1.86426 -2.66741 4.97365 0.00 -0.01 0.00
H 2.55768 2.67728 0.01666 -0.04 -0.04 -0.04
H -3.57892 4.08788 1.74112 0.00 0.00 0.00
H -1.13263 -0.07679 -2.94858 -0.09 0.02 0.04
H 2.99294 1.17945 -0.88392 -0.08 -0.01 -0.05
H -1.98489 1.43057 -2.51447 -0.05 -0.03 -0.03
H 2.50752 -0.02674 -6.16079 0.01 0.00 0.00
H 4.80249 1.35853 2.01281 0.00 0.00 0.00
H 3.54470 -2.09861 -2.46243 0.02 0.00 0.01
H 1.41421 2.18352 -5.88258 0.00 0.00 0.00
H -5.71304 -1.82675 -0.81869 0.00 0.00 0.00
H 2.26448 -1.00951 4.48030 0.00 0.00 0.00
H 1.30194 -4.68744 0.11409 -0.03 0.01 0.01
H 0.41307 -1.73552 4.85116 -0.03 0.00 0.02
H 3.35416 -4.16990 -1.17539 0.01 0.01 -0.01
H -2.23179 3.10395 3.86200 0.00 0.01 0.01
H -4.47900 -2.16836 1.31042 0.00 -0.01 0.01
H -0.45141 -2.98417 0.32560 -0.02 -0.01 -0.06
H 0.45945 2.80982 -3.69764 -0.01 0.01 0.00
H -0.90091 1.94351 3.65444 -0.01 0.01 -0.02
H -3.40331 -2.43998 3.06015 0.00 -0.01 0.02

135
Properties=species:S:1:pos:R:3:forces:R:3 method="wB97M-V/def2-TZVPD" charge=-1 lumo_ev="2.2 / 2.1" orbital_gap_ev="1.26 / 8.77" multiplicity=2 relative_energy_kj_mol=0.0 e_homo_ha="0.0341 / -0.2450"
O 4.27922 2.58603 0.49371 0.10 0.34 0.37
O -0.57110 1.77130 -0.69069 -0.72 0.60 2.15
O 2.86364 -4.99534 -1.73521 -1.19 0.25 -0.28
O -1.75770 -3.50450 -1.43755 -0.54 -0.52 -1.08
O -1.29764 3.64771 4.01836 -0.16 -0.66 1.15
O 1.33331 0.03993 5.60344 0.29 0.35 1.16
O -3.27625 -2.66257 2.51858 0.20 0.10 0.35
O -2.98260 1.30319 -5.39524 0.27 -0.86 -0.11
O -6.94785 -0.48555 -3.21383 0.06 -0.38 1.04
N -1.44105 0.61416 -3.09475 -0.34 -0.13 -0.27
N 4.28361 1.63056 4.04549 1.66 0.32 -0.38
N -3.59185 -1.46777 -2.21167 -1.38 1.13 -0.39
N 2.43009 4.44229 1.73065 0.25 0.38 1.17
N -1.97742 4.05139 0.40031 1.08 0.63 0.58
N -0.15053 -1.98247 4.45796 -0.26 -1.56 -0.02
N 4.61090 -3.27377 -4.50232 0.03 -0.25 -0.32
C -5.05475 -1.23488 -2.16412 1.30 -0.08 -1.23
C -5.63257 -0.98596 -3.53897 -1.59 0.74 -0.18
C 3.01325 -4.49195 -3.06166 1.17 0.03 0.33
C -0.77298 -0.70272 2.52548 -0.52 0.44 -0.08
C 3.82087 -5.95219 -1.32593 -0.36 0.38 -0.26
C 4.60791 3.96400 0.53700 -1.45 0.18 0.17
C -3.94545 -3.86877 2.19889 0.05 0.49 -0.27
C 0.90506 -0.25516 6.97901 0.64 -0.03 -1.24
C -7.80661 -0.19313 -4.26457 1.01 0.21 -0.74
C 0.06016 -0.89010 -4.50815 -0.02 1.52 0.03
C -0.94989 3.60452 2.64741 -0.33 0.48 0.18
C 0.79421 1.87101 -0.34742 0.33 -0.94 -2.20
C 2.47872 0.90134 5.46186 0.44 -0.51 -0.52
C 3.65545 6.25080 0.73954 1.10 0.35 -0.49
C -2.04724 0.22204 -5.40910 0.19 -0.72 -0.71
C -0.90836 0.32837 -4.42079 0.97 0.39 -0.20
C -3.16408 2.61566 1.92725 -0.05 -0.21 1.00
C 1.44514 0.48045 -0.62537 0.26 1.35 1.38
C 5.40347 1.71033 0.46692 -0.93 -0.26 -0.43
C 3.30340 4.79937 0.64240 0.14 -1.07 -0.74
C -2.23734 3.81365 1.83336 -0.73 0.22 -1.12
C -2.02791 -2.89537 3.14179 0.65 1.62 0.94
C -3.94326 1.24311 -6.45652 0.50 0.68 0.59
C 4.10429 -3.41258 -3.13662 0.12 0.95 0.10
C -1.68500 -2.19168 -0.92927 0.48 0.05 1.32
C -1.29488 -1.57901 3.65347 0.29 -0.27 -0.81
C 3.10883 -0.33511 3.28200 -0.55 0.52 -0.39
C 3.00726 1.02722 3.97299 -2.10 -1.18 1.99
C -0.36238 3.02161 4.91203 -0.77 0.81 -0.09
C -3.03508 -1.48549 -0.88801 0.63 -1.82 -0.45
C -0.51617 -4.21028 -1.41642 -0.48 -0.13 0.01
C 3.62656 -2.00747 -2.74139 -0.40 -0.49 0.52
H -0.33665 0.20013 2.95276 0.02 0.17 0.05
H -1.60200 0.14139 -6.40075 -0.09 -0.09 -0.33
H -0.20309 -4.35281 -0.38213 0.50 0.36 0.02
H 4.99069 0.74203 0.18386 0.14 -0.06 -0.36
H 0.62440 3.47752 4.83132 0.40 -0.48 -0.62
H 0.37201 -1.20303 4.83151 0.01 0.21 -0.49
H 5.84447 1.51143 1.44368 0.35 0.60 0.17
H -4.64679 0.41079 -6.43701 0.01 -0.24 0.55
H -0.36350 1.24208 -4.65822 0.41 -0.05 -0.32
H -2.75401 4.69712 2.20835 0.12 0.10 0.31
H 4.19944 6.55819 -0.15359 -0.17 -0.01 -0.36
H 3.28151 -5.30314 -3.73849 0.19 -0.32 -0.10
H -1.93834 -0.20347 -2.77181 -0.07 -0.55 0.31
H -8.59987 0.48959 -3.96005 -0.13 -0.42 0.34
H 4.49203 1.79707 3.07135 0.69 0.15 -0.20
H -0.49837 2.65176 2.37089 0.16 -0.24 -0.01
H 3.67105 -0.14225 2.36832 0.25 -0.42 -0.07
H -0.69826 1.48143 -1.59700 0.10 -0.46 -0.87
H -4.46858 2.18797 -6.31739 -0.27 -0.15 -0.43
H 3.53851 -1.14930 3.86560 0.30 0.34 0.11
H 0.23218 -3.76732 -2.07359 0.21 0.48 0.41
H 5.25767 4.19887 1.38006 0.19 -0.05 0.21
H -1.89021 -0.99078 4.35180 -1.06 0.13 -0.62
H 2.34191 1.67794 3.40556 -0.63 -0.13 -0.10
H -8.15925 -1.11362 -4.72983 -0.44 0.02 -0.15
H 4.36960 -1.25034 -2.99188 -0.08 0.02 -0.34
H 2.07611 3.49636 1.73557 0.17 0.02 -0.34
H 4.91922 -3.64745 -2.45191 -0.01 -0.44 0.17
H 1.65902 5.09110 1.66286 -0.35 -0.25 0.32
H 3.30063 0.49082 6.04842 0.22 -0.30 -0.03
H 4.29486 2.55448 4.45338 -0.36 0.17 0.25
H 4.73268 -5.41280 -1.06951 0.42 -0.50 -0.14
H 2.65920 -1.81804 -3.20661 0.16 0.32 -0.27
H -4.92275 -3.58329 1.80967 0.06 -0.06 -0.10
H 2.33216 1.89587 5.88320 -0.56 0.26 -0.03
H -2.71606 1.80107 1.35820 -0.07 -0.22 0.17
H 2.08223 -4.09573 -3.46702 -0.27 0.04 0.51
H -7.22187 0.36726 -4.99405 -0.08 0.11 -0.61
H -4.17162 2.79533 1.55219 0.11 0.28 -0.33
H 4.42308 6.36872 1.50436 -0.48 0.38 0.59
H 0.72516 -0.76548 -5.36276 -0.41 -0.30 -0.50
H 0.16802 0.49489 7.26588 0.17 -0.06 0.38
H -5.28137 -0.32598 -1.60675 0.24 -0.16 0.30
H 1.19212 2.66574 -0.97842 0.62 -0.11 -0.37
H 3.46409 -6.49945 -0.45339 -0.23 0.39 0.20
H -0.61441 3.27587 5.94156 -0.63 0.10 -0.03
H 6.10762 2.05519 -0.29028 0.32 -0.17 0.17
H -2.82018 4.13390 -0.15020 -0.27 0.05 0.32
H 5.09910 -4.10718 -4.79762 -0.14 -0.59 -0.03
H -3.61727 -2.13747 -0.23680 -0.46 0.17 0.41
H -5.69670 -1.87286 -4.16936 -0.09 -0.42 0.07
H -3.47458 1.19360 -7.43937 0.29 0.22 -0.07
H -1.32879 -3.39817 2.47356 0.07 -0.25 -0.08
H -2.96678 -0.48879 -0.45210 0.18 0.02 -0.03
H -0.56957 -2.44456 5.25230 0.33 -0.35 0.38
H -1.44395 -2.32807 0.12496 0.66 0.51 0.25
H -3.30988 2.35625 2.97584 0.12 -0.43 0.10
H -0.42893 1.93578 4.84388 0.57 -0.07 -0.32
H -3.38367 -4.41434 1.44070 0.00 -0.18 -0.18
H 3.91164 -6.71438 -2.09983 0.60 0.02 -0.25
H -2.16769 -3.46885 4.05813 -0.10 -0.55 0.01
H -1.58269 -0.39414 1.86425 -0.03 0.06 -0.07
H 0.80198 -0.79584 -3.71511 -0.41 -0.30 0.49
H -5.60264 -2.08294 -1.75338 -0.05 -0.05 0.40
H 2.52047 0.65455 -0.58742 0.17 -0.45 -0.36
H 1.01897 2.27258 0.64067 -0.77 -0.61 0.38
H -2.51135 -0.73071 -5.15424 -0.66 -0.17 -0.24
H 0.48960 -1.26191 7.02330 -0.54 0.14 -0.60
H 1.19308 -0.16812 0.21364 -0.01 -0.17 -0.02
H -0.91083 -1.62187 -1.44317 0.15 0.15 -0.03
H -1.50028 3.23563 0.04396 0.19 -0.20 -0.39
H -3.34410 -2.29408 -2.73698 -0.16 -0.30 0.24
H 5.37136 -2.61017 -4.46439 0.01 0.54 -0.06
H -4.10343 -4.52554 3.05434 0.13 0.03 0.32
H -0.22708 4.41458 2.55020 0.10 0.03 -0.82
H 0.01229 -1.14722 1.91402 -0.09 -0.45 0.16
H -0.63202 -5.21715 -1.81754 -0.60 0.03 -0.05
H 3.48330 -1.88002 -1.66838 -0.06 -0.34 0.21
H -0.44567 -1.85562 -4.51275 0.09 0.01 0.09
H 1.09941 -0.00953 -1.53558 0.16 0.40 -0.11
H 2.12887 -0.68555 2.95800 -0.10 0.06 0.10
H -2.23632 1.14321 -3.42301 -0.50 0.98 0.92
H 2.79614 6.91657 0.81968 0.07 -0.08 0.40
H 1.72857 -0.40170 7.67789 0.37 0.89 -0.04
H 5.06664 4.30146 -0.39240 0.42 -0.20 -0.16
H 2.73481 4.65041 -0.27553 0.25 -0.13 -0.60
H -5.17387 -0.22174 -4.16640 0.68 0.17 0.32